Record 1
DFT (ωB97M-V with the def2-TZVPD basis set) results for a structure of composition C3H9I2InO3P in a non-equilibrium geometry.

Results
gap between HOMO and LUMO: 6.03 eV
LUMO level: 2.5 eV
HOMO energy: -3.52 eV

```
! wB97M-V def2-TZVPD RIJCOSX def2/J DEFGRID3
* xyz -1 1
C -1.8434 -1.3990 1.3949
C -1.4951 -0.8502 -0.0186
I -3.0366 -1.6460 -1.3783
C -1.4402 0.7077 -0.1657
I -1.5255 1.7685 1.7359
In 0.5165 1.3439 -1.1721
O 1.0301 3.1754 -0.3194
P 2.1295 -0.5666 -0.7258
O 2.7162 -0.5675 0.8890
O 3.4377 -0.5764 -1.8212
H -1.9121 -2.4956 1.2897
H -1.0275 -1.2018 2.1004
H -2.7978 -1.0278 1.7784
H -0.5681 -1.3524 -0.3226
H -2.2568 1.0709 -0.7985
H 0.2682 1.6634 -2.9278
H 1.5566 3.0563 0.4634
H 2.0418 -0.1408 1.4117
H 4.2065 -0.9620 -1.4135
*
```



Record 2
DFT (ωB97M-V with the def2-TZVPD basis set) results for the molecule CH5N2P in a non-equilibrium geometry.

Results
energy above the lowest of the compared OMol25 structures with the same formula, charge and spin: 1.0559 eV
gap between HOMO and LUMO: 8.83 eV
LUMO level: 0.1 eV
HOMO energy: -8.77 eV

```
! wB97M-V def2-TZVPD RIJCOSX def2/J DEFGRID3
* xyz 0 1
C -0.2396 -0.1423 -1.4538
N 0.1800 0.1471 2.5198
N -0.2071 0.5079 -0.1810
P 0.2383 -0.7482 1.2981
H -0.0390 -1.3090 -1.6173
H -1.2474 0.0332 -1.9044
H 0.5165 0.3546 -2.0601
H 0.3144 -0.0658 3.5099
H 0.4839 1.2226 -0.1112
*
```



Record 3
DFT (ωB97M-V with the def2-TZVPD basis set) results for a structure of composition C22H32CrN6O3S2.

Results
energy above the lowest of the compared OMol25 structures with the same formula, charge and spin: 0.0000 eV
gap between HOMO and LUMO (spin up / spin down): 6.76 / 6.46 eV
LUMO level (spin up / spin down): 2.7 / 2.8 eV
HOMO energy (spin up / spin down): -4.02 / -3.69 eV

```
! wB97M-V def2-TZVPD RIJCOSX def2/J DEFGRID3
* xyz -1 2
Cr 0.1769 0.1843 -0.6570
C 1.6884 -0.8591 -1.4979
N 2.1520 -0.2075 -0.3085
C 2.2695 -1.0256 0.9013
C 1.5029 -0.3413 2.0094
N 0.0963 -0.2032 1.5966
C -0.6424 -1.4632 1.8172
C -0.6013 0.8478 2.3274
C -0.2845 1.1050 3.6548
C -0.9724 2.0629 4.3854
C -2.0053 2.7607 3.7762
C -2.3316 2.5004 2.4569
C -1.6460 1.5445 1.6983
S -2.0767 1.2501 0.0294
C 3.1520 0.8287 -0.4243
C 4.4835 0.4998 -0.6284
C 5.4415 1.4975 -0.7187
C 5.0398 2.8261 -0.6018
C 3.7086 3.1486 -0.4088
C 2.7227 2.1530 -0.3215
S 1.0255 2.4857 -0.0988
H 1.7205 -1.9491 -1.4399
H 2.1413 -0.4716 -2.4075
H -0.4772 -2.0138 -1.5936
H 3.3181 -1.1627 1.1821
H 1.8438 -2.0056 0.6853
H 1.9059 0.6623 2.1564
H 1.6006 -0.9042 2.9473
H -0.6518 -1.7109 2.8867
H -0.1970 -2.2695 1.2404
H -1.6568 -1.3342 1.4490
H 0.5170 0.5569 4.1335
H -0.7002 2.2595 5.4148
H -2.5520 3.5180 4.3260
H -3.1241 3.0552 1.9704
H 4.7594 -0.5447 -0.7283
H 6.4813 1.2467 -0.8849
H 5.7760 3.6190 -0.6695
H 3.4017 4.1840 -0.3273
N -0.0768 1.1513 -2.6321
C -1.1778 0.5598 -3.3833
C -1.7339 1.4955 -4.4706
C -2.9252 0.9610 -5.2720
C -4.1885 0.7025 -4.4445
N -3.9905 -0.3726 -3.4921
C -4.3173 -0.2277 -2.2485
N -5.0864 0.7960 -1.7223
N -3.9213 -1.1603 -1.3298
C -0.7187 -0.7444 -4.0228
O -1.6517 -1.6625 -4.1960
O 0.4015 -0.8744 -4.4613
H -0.3440 2.0590 -2.2599
H 0.7528 1.2736 -3.2039
H -1.9394 0.3269 -2.6484
H -0.9112 1.7181 -5.1587
H -2.0115 2.4407 -3.9911
H -2.6379 0.0444 -5.7945
H -3.1799 1.6898 -6.0473
H -5.0130 0.4694 -5.1290
H -4.4470 1.6552 -3.9595
H -2.5509 -1.3264 -3.8699
H -5.2073 1.5811 -2.3424
H -4.7174 1.1128 -0.8314
H -3.0353 -1.5936 -1.5770
H -3.7697 -0.7487 -0.4139
O -0.9566 -1.3545 -1.0857
*
```



Record 4
DFT (ωB97M-V with the def2-TZVPD basis set) results for the ion C3H5F2O2Si with charge +1 in a non-equilibrium geometry.

Results
energy above the lowest of the compared OMol25 structures with the same formula, charge and spin: 2.7195 eV
gap between HOMO and LUMO (spin up / spin down): 7.41 / 7.42 eV
LUMO level (spin up / spin down): -8.6 / -8.6 eV
HOMO energy (spin up / spin down): -16.00 / -16.00 eV

```
! wB97M-V def2-TZVPD RIJCOSX def2/J DEFGRID3
* xyz 1 1
C -0.2205 0.2011 0.2678
C 2.1271 -1.7685 -0.5961
C -1.3965 1.1506 0.4312
O -0.0231 -0.2558 -0.8394
O 0.5121 -0.1539 1.2497
F 2.9045 -0.4834 1.8947
F 1.2796 -2.5285 2.1520
Si 1.7533 -1.2830 1.2517
H 1.4363 -2.5753 -1.0926
H 2.7178 -1.2486 -1.2355
H -1.0089 1.8672 1.2053
H -2.1473 0.5357 0.7292
H -1.6785 1.5661 -0.4640
*
```



Record 5
DFT (ωB97M-V with the def2-TZVPD basis set) results for a cluster of 2 separate species, C6H8FN in total in a non-equilibrium geometry.

Results
energy above the lowest of the compared OMol25 structures with the same formula, charge and spin: 8.5867 eV
gap between HOMO and LUMO: 9.91 eV
LUMO level: 0.1 eV
HOMO energy: -9.77 eV

```
! wB97M-V def2-TZVPD RIJCOSX def2/J DEFGRID3
* xyz 0 1
C -0.1736 0.0273 0.0625
C 0.0657 1.2923 -0.7944
C 1.0613 -0.8165 -0.3936
C 2.2660 -0.8022 0.2178
C -1.4853 -0.6139 -0.2911
C -2.4984 -1.4363 -0.0129
H -0.8077 1.3850 1.3386
H -1.2512 -0.1652 2.1663
H -0.5792 0.9729 -1.6902
H 1.1937 1.5017 -1.1211
H 0.9089 -1.2452 -1.4153
H 3.4704 -1.1320 -0.2565
H 2.1014 -0.0691 1.1125
H -3.5217 -1.8014 -0.4575
N -0.1132 0.4282 1.5838
F -0.6372 2.4744 -0.0489
*
```



Record 6
DFT (ωB97M-V with the def2-TZVPD basis set) results for a structure of composition C60H62I2N6O2SSiTi in a non-equilibrium geometry.

Results
gap between HOMO and LUMO: 3.92 eV
LUMO level: 2.9 eV
HOMO energy: -1.06 eV

```
! wB97M-V def2-TZVPD RIJCOSX def2/J DEFGRID3
* xyz -2 1
Ti 0.2201 -0.8382 -0.2366
C 0.3730 5.8375 -2.0722
C -0.0858 4.7461 -1.1005
C -1.6124 4.7076 -1.0150
C 0.5637 4.9338 0.2548
C 0.3421 6.1165 0.9524
C 1.0117 6.4073 2.1288
C 1.9560 5.5078 2.6078
C 2.1772 4.2994 1.9659
C 3.2259 3.3316 2.4716
C 3.4888 3.4291 3.9764
C 4.5494 3.5315 1.7208
C 1.4434 3.9704 0.7890
N 1.5611 2.6889 0.2830
C 2.4580 2.3586 -0.6245
O 3.1621 3.0993 -1.3369
C 2.8100 0.8680 -0.5865
C 4.0752 0.5324 -1.0631
C 4.6034 -0.7181 -0.7990
C 3.8777 -1.5814 0.0052
C 2.6171 -1.1915 0.4303
N 2.0733 -0.0013 0.1110
C 1.9498 -2.0471 1.4866
O 2.6339 -2.9574 1.9839
N 0.7428 -1.6514 1.8794
C 0.3809 -2.2250 3.1374
C 0.7534 -1.4967 4.2833
C 0.4912 -2.0060 5.5486
C -0.1282 -3.2281 5.7195
C -0.4813 -3.9555 4.5983
C -0.2359 -3.4821 3.3122
C -0.5730 -4.3961 2.1613
C 0.4834 -5.5044 2.0781
C -1.9836 -4.9806 2.2645
C 1.5283 -0.1987 4.1780
C 0.9564 0.8895 5.0907
C 2.9999 -0.4741 4.5136
H -0.0098 5.6137 -3.0690
H 1.4626 5.8555 -2.1169
H 0.0132 6.8280 -1.7767
H 0.2543 3.7978 -1.5173
H -2.0013 5.5302 -0.4036
H -1.9317 3.7608 -0.5765
H -2.0456 4.7726 -2.0119
H -0.3568 6.8436 0.5518
H 0.8190 7.3337 2.6599
H 2.5311 5.7669 3.4905
H 2.8630 2.3227 2.2473
H 4.0513 4.3332 4.2216
H 4.0840 2.5734 4.2996
H 2.5582 3.4391 4.5479
H 4.9915 4.4950 1.9904
H 4.3936 3.5231 0.6433
H 5.2570 2.7388 1.9801
H 4.6083 1.2953 -1.6111
H 5.5819 -1.0016 -1.1675
H 4.2463 -2.5444 0.3230
H 0.7926 -1.4436 6.4241
H -0.3263 -3.6158 6.7128
H -0.9357 -4.9308 4.7272
H -0.5422 -3.8188 1.2418
H 0.4059 -6.1769 2.9394
H 1.4767 -5.0561 2.0724
H 0.3610 -6.0967 1.1687
H -2.0551 -5.7619 3.0266
H -2.7033 -4.1966 2.5128
H -2.2670 -5.4197 1.3058
H 1.4771 0.1638 3.1483
H 1.0711 0.6302 6.1449
H -0.1073 1.0442 4.8903
H 1.4834 1.8321 4.9295
H 3.1003 -0.7609 5.5639
H 3.6215 0.4068 4.3364
H 3.3730 -1.2940 3.8986
C -4.9041 -2.3690 -2.9811
C -4.7157 -2.8374 -1.6864
C -3.5659 -2.5228 -0.9869
C -2.5722 -1.7124 -1.5559
C -2.7675 -1.2521 -2.8610
C -3.9196 -1.5809 -3.5588
N -1.4020 -1.4555 -0.8352
N -0.7379 -2.6120 -0.3360
C 0.2138 -3.0485 -1.2787
C 0.4342 -4.3732 -1.6479
C 1.3878 -4.6294 -2.6236
C 2.1268 -3.5961 -3.1893
C 1.9565 -2.2833 -2.7478
C 1.0007 -1.9984 -1.7901
H -5.7968 -2.6338 -3.5351
H -5.4719 -3.4589 -1.2192
H -3.4098 -2.9021 0.0155
H -1.9973 -0.6647 -3.3411
H -4.0375 -1.2266 -4.5755
H -0.1350 -5.1722 -1.1852
H 1.5415 -5.6485 -2.9636
H 2.8431 -3.8156 -3.9742
H 2.5806 -1.4976 -3.1658
S -0.8049 1.0665 1.5754
C -1.2039 2.7023 2.0349
N -2.3335 3.2511 1.5024
C -2.6686 4.5393 1.7764
C -1.9515 5.2760 2.6648
C -0.8113 4.7219 3.2619
C -0.4472 3.4318 2.9249
H -2.6646 2.8492 0.6280
H -3.5442 4.9031 1.2595
H -2.2454 6.2902 2.8910
H -0.2159 5.2955 3.9553
H 0.4375 2.9771 3.3428
C -3.1594 0.6721 6.6258
C -2.7721 -0.5699 6.1452
C -2.6781 -0.7876 4.7791
C -2.9699 0.2260 3.8661
C -3.3693 1.4697 4.3677
C -3.4620 1.6899 5.7320
Si -2.6621 -0.0293 2.0283
C -4.0450 0.7011 0.9894
C -3.7904 1.1034 -0.3291
C -4.7847 1.6699 -1.1097
C -6.0654 1.8216 -0.5928
C -6.3436 1.3997 0.7023
C -5.3397 0.8550 1.4890
H -3.2083 0.8493 7.6932
H -2.5199 -1.3651 6.8340
H -2.3536 -1.7555 4.4147
H -3.6034 2.2720 3.6769
H -3.7588 2.6641 6.1021
H -2.3506 -1.4339 1.7651
H -2.7970 0.9615 -0.7549
H -4.5588 1.9891 -2.1199
H -6.8417 2.2743 -1.1968
H -7.3515 1.4920 1.0903
H -5.5583 0.5447 2.5052
I -0.2358 1.0883 -2.1444
I -1.7456 2.8246 -4.5173
*
```



Record 7
DFT (ωB97M-V with the def2-TZVPD basis set) results for the molecule C3H4O2S in a non-equilibrium geometry.

Results
energy above the lowest of the compared OMol25 structures with the same formula, charge and spin: 0.4191 eV
gap between HOMO and LUMO: 10.13 eV
LUMO level: 0.5 eV
HOMO energy: -9.58 eV

```
! wB97M-V def2-TZVPD RIJCOSX def2/J DEFGRID3
* xyz 0 1
C -1.5497 -0.1884 0.3595
C 0.5249 -0.6461 -0.4771
C 0.7372 0.7827 0.1073
H 1.0712 -1.3541 0.0658
H 0.9092 -0.7333 -1.4890
H 1.6227 0.7478 0.7258
H 0.9533 1.5075 -0.6066
O -2.6545 -0.3772 0.8222
O -0.9245 -0.9419 -0.4647
S -0.6899 1.2032 0.9566
*
```